# 1
DFT (ωB97M-V with the def2-TZVPD basis set) results for a structure of composition C62H39Cl4N6O5PbSTe.

Output
- Electronic energy: -5790.793231 Eh
- HOMO: -4.62 eV
- LUMO: 0.741 eV
- Total charge: -1
- HOMO-LUMO gap: 5.37 eV
- Multiplicity: 1

Cartesian coordinates (Å):
Pb1 -0.105 0.512 0.157
Cl1 -7.619 -5.290 -1.864
C1 -6.386 -4.157 -1.398
C2 -6.533 -3.427 -0.231
C3 -5.535 -2.542 0.146
C4 -4.394 -2.374 -0.632
C5 -4.281 -3.101 -1.813
C6 -5.264 -4.002 -2.194
C7 -3.302 -1.451 -0.201
C8 -2.369 -1.988 0.705
C9 -2.391 -3.338 1.222
C10 -1.340 -3.449 2.075
C11 -0.694 -2.157 2.105
C12 0.411 -1.777 2.895
C13 1.333 -2.828 3.398
C14 0.976 -3.869 4.249
C15 1.887 -4.863 4.574
C16 3.162 -4.814 4.037
Cl2 4.286 -6.090 4.393
C17 3.558 -3.763 3.227
C18 2.646 -2.770 2.916
C19 0.801 -0.449 3.139
N1 0.427 0.652 2.448
C20 1.070 1.713 2.989
C21 1.056 3.025 2.493
C22 1.921 4.007 3.201
C23 3.307 3.876 3.168
C24 4.120 4.741 3.884
C25 3.539 5.743 4.644
Cl3 4.547 6.807 5.578
C26 2.164 5.902 4.682
C27 1.363 5.036 3.955
C28 0.281 3.494 1.425
C29 0.244 4.864 0.971
C30 -0.681 4.926 -0.019
C31 -1.228 3.595 -0.169
N2 -0.583 2.756 0.682
C32 -2.301 3.242 -1.011
C33 -2.902 1.968 -1.069
C34 -4.195 1.703 -1.668
C35 -4.471 0.399 -1.428
C36 -3.353 -0.137 -0.682
N3 -2.423 0.838 -0.505
C37 -2.908 4.306 -1.850
C38 -3.382 5.494 -1.291
C39 -3.938 6.489 -2.078
C40 -4.013 6.305 -3.448
Cl4 -4.676 7.560 -4.449
C41 -3.568 5.131 -4.031
C42 -3.027 4.138 -3.231
C43 1.820 1.280 4.149
C44 1.669 -0.062 4.228
N4 -1.331 -1.320 1.258
H1 -7.421 -3.550 0.375
H2 -5.641 -1.971 1.060
H3 -3.410 -2.963 -2.438
H4 -5.163 -4.578 -3.104
H5 -3.105 -4.101 0.953
H6 -1.047 -4.314 2.646
H7 -0.018 -3.896 4.679
H8 1.615 -5.671 5.239
H9 4.566 -3.720 2.840
H10 2.933 -1.950 2.267
H11 3.753 3.086 2.576
H12 5.195 4.633 3.853
H13 1.724 6.689 5.279
H14 0.286 5.147 3.988
H15 0.848 5.671 1.351
H16 -0.948 5.794 -0.596
H17 -4.812 2.431 -2.166
H18 -5.354 -0.155 -1.703
H19 -3.322 5.631 -0.220
H20 -4.310 7.402 -1.633
H21 -3.639 4.998 -5.101
H22 -2.668 3.226 -3.690
H23 2.371 1.927 4.811
H24 2.067 -0.733 4.972
C45 0.407 3.245 -3.168
C46 1.632 2.687 -2.540
N5 1.684 1.891 -1.495
C47 3.031 1.686 -1.243
C48 3.779 2.362 -2.172
N6 2.880 2.986 -2.977
C49 5.255 2.504 -2.445
O1 6.021 1.894 -1.635
O2 5.560 3.190 -3.422
C50 3.542 0.941 -0.072
O3 4.835 0.886 0.045
O4 2.784 0.464 0.758
H25 -0.459 2.715 -2.782
H26 0.440 3.142 -4.255
H27 0.303 4.305 -2.928
H28 3.169 3.569 -3.748
H29 5.368 1.362 -0.789
Te1 0.087 -0.031 -4.580
O5 2.653 -2.182 -0.428
S1 1.273 -2.693 -0.427
C51 1.505 -4.499 -0.236
C52 2.813 -4.916 -0.059
C53 3.084 -6.246 0.221
C54 2.038 -7.149 0.343
C55 0.728 -6.725 0.165
C56 0.454 -5.397 -0.127
C57 0.801 -2.689 -2.178
C58 1.698 -2.191 -3.056
C59 1.326 -1.934 -4.418
C60 -0.014 -2.295 -4.838
C61 -0.891 -2.903 -3.873
C62 -0.519 -3.048 -2.580
H30 3.600 -4.178 -0.146
H31 4.108 -6.574 0.341
H32 2.241 -8.185 0.580
H33 -0.084 -7.436 0.261
H34 -0.569 -5.067 -0.253
H35 2.704 -1.973 -2.716
H36 2.111 -1.854 -5.156
H37 -0.200 -2.498 -5.883
H38 -1.870 -3.220 -4.211
H39 -1.202 -3.463 -1.849



# 2
DFT (ωB97M-V with the def2-TZVPD basis set) results for a structure of composition C62H43F9N3O6PTl.

Output
- Electronic energy: -4416.797445 Eh
- HOMO: -4.49 eV
- LUMO: 0.404 eV
- Total charge: -1
- HOMO-LUMO gap: 4.90 eV
- Multiplicity: 1

Cartesian coordinates (Å):
Tl1 -0.283 -0.151 -0.284
O1 -1.180 -1.429 1.453
C1 -2.520 -1.668 1.567
C2 -3.398 -0.381 1.272
C3 -3.700 -0.223 -0.177
C4 -4.934 -0.585 -0.717
C5 -5.141 -0.447 -2.077
C6 -4.134 0.084 -2.862
C7 -2.928 0.431 -2.255
C8 -1.770 0.914 -3.048
C9 -0.891 -0.319 -3.472
O2 -0.546 -1.093 -2.405
C10 -1.785 -1.123 -4.428
C11 -2.526 -2.186 -3.936
C12 -3.395 -2.879 -4.759
C13 -3.531 -2.513 -6.088
C14 -2.791 -1.453 -6.584
C15 -1.922 -0.759 -5.761
C16 0.360 0.126 -4.229
C17 0.666 1.432 -4.583
C18 1.851 1.720 -5.242
C19 2.739 0.711 -5.569
C20 2.439 -0.595 -5.216
C21 1.261 -0.882 -4.558
N1 -2.737 0.267 -0.952
C22 -2.728 -2.027 3.045
C23 -2.391 -1.079 4.007
C24 -2.494 -1.369 5.354
C25 -2.935 -2.616 5.768
C26 -3.252 -3.571 4.819
C27 -3.138 -3.283 3.469
C28 -3.042 -2.755 0.638
C29 -2.220 -3.298 -0.336
C30 -2.706 -4.260 -1.206
C31 -4.024 -4.671 -1.126
C32 -4.859 -4.114 -0.170
C33 -4.370 -3.170 0.710
H1 -2.822 0.479 1.611
H2 -4.324 -0.442 1.844
H3 -5.718 -0.966 -0.080
H4 -6.082 -0.749 -2.518
H5 -4.274 0.230 -3.922
H6 -1.148 1.554 -2.420
H7 -2.107 1.443 -3.937
H8 -2.408 -2.449 -2.898
H9 -3.969 -3.702 -4.358
H10 -4.212 -3.048 -6.735
H11 -2.892 -1.164 -7.621
H12 -1.354 0.072 -6.154
H13 -0.011 2.244 -4.356
H14 2.080 2.745 -5.501
H15 3.662 0.941 -6.080
H16 3.128 -1.393 -5.449
H17 1.016 -1.894 -4.273
H18 -2.032 -0.111 3.692
H19 -2.233 -0.616 6.086
H20 -3.015 -2.845 6.822
H21 -3.588 -4.552 5.127
H22 -3.373 -4.047 2.744
H23 -1.202 -2.941 -0.419
H24 -2.055 -4.680 -1.959
H25 -4.409 -5.420 -1.805
H26 -5.898 -4.410 -0.117
H27 -5.032 -2.752 1.456
O3 1.397 1.772 -1.178
C34 2.378 1.587 -1.888
C35 3.157 0.397 -2.068
C36 4.221 0.467 -2.963
C37 5.004 -0.636 -3.249
C38 4.739 -1.873 -2.618
C39 3.699 -1.978 -1.756
C40 2.863 -0.859 -1.402
O4 1.991 -1.009 -0.517
N2 6.033 -0.549 -4.212
O5 6.116 0.464 -4.893
O6 6.787 -1.504 -4.344
H28 2.744 2.444 -2.492
H29 4.449 1.406 -3.448
H30 5.379 -2.715 -2.844
H31 3.469 -2.914 -1.270
N3 -2.534 2.675 0.379
C41 -1.606 3.062 0.928
F1 3.254 -3.045 6.627
C42 3.493 -1.730 6.576
F2 4.834 -1.590 6.544
F3 3.112 -1.239 7.774
C43 2.813 -1.027 5.440
C44 3.022 0.344 5.320
C45 2.422 1.028 4.284
C46 1.603 0.352 3.380
C47 1.376 -1.009 3.521
C48 1.988 -1.705 4.553
P1 0.935 1.288 1.952
C49 0.049 2.631 2.678
C50 -0.554 2.495 3.927
C51 -1.400 3.446 4.443
C52 -1.669 4.615 3.679
C53 -1.186 4.798 2.431
C54 -0.528 3.652 1.705
C55 -2.453 5.708 4.332
F4 -3.276 5.273 5.299
F5 -3.230 6.390 3.471
F6 -1.667 6.637 4.923
C56 2.562 1.926 1.403
C57 3.530 0.985 1.063
C58 4.745 1.391 0.551
C59 5.005 2.746 0.388
C60 4.085 3.695 0.818
C61 2.871 3.279 1.333
C62 6.266 3.209 -0.279
F7 6.912 4.155 0.433
F8 7.156 2.232 -0.494
F9 6.022 3.773 -1.478
H32 3.651 0.858 6.033
H33 2.583 2.091 4.174
H34 0.719 -1.505 2.818
H35 1.831 -2.767 4.663
H36 -0.264 1.653 4.544
H37 -1.799 3.357 5.439
H38 -1.371 5.707 1.880
H39 0.215 3.998 0.974
H40 3.309 -0.068 1.174
H41 5.490 0.667 0.259
H42 4.321 4.748 0.737
H43 2.169 4.010 1.699



# 3
DFT (ωB97M-V with the def2-TZVPD basis set) results for a structure of composition C62H44BrN9O4PbS.

Output
- Electronic energy: -6347.905574 Eh
- HOMO: -7.69 eV
- LUMO: -1.605 eV
- Total charge: 0
- HOMO-LUMO gap: 6.08 eV
- Multiplicity: 1

Cartesian coordinates (Å):
Pb1 0.040 -0.103 -0.640
O1 1.787 3.252 1.909
S1 1.813 1.810 1.773
O2 0.688 1.092 2.336
N1 1.927 1.340 0.250
C1 2.863 1.876 -0.619
C2 4.013 2.555 -0.234
C3 4.962 2.999 -1.164
C4 4.786 2.808 -2.506
C5 3.616 2.169 -2.962
C6 3.343 1.984 -4.336
C7 2.192 1.365 -4.731
C8 1.306 0.904 -3.744
N2 1.527 1.058 -2.461
C9 2.652 1.691 -2.033
C10 3.233 1.261 2.723
C11 3.592 2.027 3.821
C12 4.635 1.607 4.633
C13 5.308 0.427 4.343
C14 4.943 -0.331 3.239
C15 3.901 0.086 2.423
H1 4.175 2.749 0.815
H2 5.852 3.500 -0.804
H3 5.518 3.148 -3.227
H4 4.065 2.341 -5.060
H5 1.960 1.223 -5.777
H6 0.390 0.382 -4.006
H7 3.053 2.945 4.015
H8 4.927 2.198 5.491
H9 6.123 0.101 4.976
H10 5.472 -1.248 3.011
H11 3.614 -0.479 1.548
N3 -0.563 -3.615 9.579
C16 -0.462 -3.354 8.464
C17 -0.367 -3.012 7.078
C18 -1.171 -3.671 6.149
C19 -1.135 -3.293 4.819
C20 -0.286 -2.274 4.391
C21 0.537 -1.642 5.321
C22 0.492 -1.998 6.656
C23 -0.268 -1.834 2.969
C24 -1.398 -1.260 2.484
C25 -2.676 -1.172 3.204
C26 -3.576 -0.687 2.329
C27 -2.840 -0.423 1.105
N4 -1.586 -0.728 1.201
C28 0.970 -2.123 2.222
C29 1.964 -3.133 2.771
C30 3.000 -3.225 1.633
C31 2.495 -2.256 0.537
N5 1.310 -1.609 1.102
H12 -1.828 -4.467 6.474
H13 -1.774 -3.784 4.098
H14 1.190 -0.840 4.995
H15 1.110 -1.489 7.383
H16 -2.845 -1.463 4.226
H17 -4.629 -0.510 2.479
H18 -3.243 -0.003 0.193
H19 2.307 -2.855 3.765
H20 4.055 -3.153 1.880
H21 3.197 -1.508 0.174
N6 -3.524 6.678 -0.762
C32 -4.498 7.550 -1.180
C33 -4.781 8.874 -0.862
C34 -5.884 9.434 -1.473
C35 -6.676 8.706 -2.374
C36 -6.391 7.395 -2.693
C37 -5.283 6.806 -2.082
N7 -4.783 5.529 -2.194
C38 -3.746 5.482 -1.403
C39 -2.925 4.294 -1.188
C40 -1.930 4.242 -0.215
C41 -1.200 3.079 -0.052
N8 -1.398 1.997 -0.804
C42 -2.350 2.041 -1.745
C43 -3.136 3.154 -1.961
H22 -2.773 6.884 -0.129
H23 -4.169 9.435 -0.167
H24 -6.150 10.459 -1.249
H25 -7.533 9.190 -2.824
H26 -6.997 6.830 -3.388
H27 -1.711 5.082 0.431
H28 -0.436 3.027 0.703
H29 -2.458 1.139 -2.339
H30 -3.909 3.164 -2.717
C44 3.610 -3.142 -4.436
C45 2.965 -4.260 -3.921
C46 2.432 -4.242 -2.646
C47 2.530 -3.094 -1.850
C48 3.147 -1.961 -2.384
C49 3.689 -1.997 -3.659
N9 2.035 -3.108 -0.550
C50 1.472 -4.221 0.131
C51 0.186 -4.563 0.136
C52 -0.346 -5.309 1.280
C53 0.290 -5.286 2.455
C54 1.658 -4.683 2.580
C55 2.419 -4.599 1.252
H31 4.054 -3.173 -5.422
H32 2.876 -5.159 -4.518
H33 1.941 -5.119 -2.245
H34 3.195 -1.043 -1.813
H35 4.174 -1.110 -4.047
H36 -0.508 -4.169 -0.599
H37 -1.323 -5.766 1.180
H38 -0.132 -5.766 3.330
H39 2.220 -5.226 3.340
H40 3.101 -5.408 0.985
Br1 -5.952 -3.591 -6.960
C56 -4.804 -3.043 -5.542
C57 -4.745 -3.804 -4.387
C58 -3.889 -3.411 -3.371
C59 -3.104 -2.272 -3.503
C60 -3.194 -1.517 -4.667
C61 -4.043 -1.897 -5.696
C62 -2.144 -1.873 -2.391
O3 -2.030 -2.627 -1.414
O4 -1.534 -0.768 -2.554
H41 -5.356 -4.691 -4.289
H42 -3.816 -3.987 -2.458
H43 -2.586 -0.628 -4.759
H44 -4.109 -1.313 -6.603



# 4
DFT (ωB97M-V with the def2-TZVPD basis set) results for a cluster of 11 separate species, C62H55F9N2 in total.

Output
- Electronic energy: -3403.737074 Eh
- Structure (SMILES): c1cc[nH]c1.c1cc[nH]c1.Fc1ccccc1.Fc1ccccc1.Fc1ccccc1.Fc1ccccc1.Fc1ccccc1.Fc1ccccc1.Fc1ccccc1.Fc1ccccc1.Fc1ccccc1
- HOMO: -8.14 eV
- LUMO: 0.440 eV
- Total charge: 0
- HOMO-LUMO gap: 8.58 eV
- Multiplicity: 1

Cartesian coordinates (Å):
C1 -1.658 -0.709 -0.614
C2 -0.277 -1.074 -0.698
C3 0.469 -0.033 -0.233
N1 -0.381 0.963 0.080
C4 -1.682 0.572 -0.176
H1 -2.525 -1.290 -0.875
H2 0.134 -1.961 -1.163
H3 1.549 0.118 -0.122
H4 -0.082 1.849 0.587
H5 -2.508 1.236 0.010
C5 -0.212 -5.575 1.677
C6 1.031 -6.226 1.920
C7 2.014 -5.284 1.430
N2 1.320 -4.176 0.914
C8 -0.018 -4.364 1.060
H6 -1.231 -5.938 1.933
H7 1.153 -7.041 2.579
H8 3.026 -5.433 1.400
H9 1.718 -3.365 0.411
H10 -0.623 -3.603 0.601
F1 3.906 4.021 0.540
C9 2.673 4.549 0.481
C10 1.763 4.124 1.409
C11 0.455 4.581 1.335
C12 0.075 5.444 0.369
C13 0.992 5.828 -0.607
C14 2.259 5.326 -0.522
H11 2.037 3.382 2.185
H12 -0.295 4.158 2.019
H13 -0.890 5.889 0.350
H14 0.687 6.570 -1.331
H15 3.070 5.702 -1.145
F2 7.108 -0.218 4.027
C15 5.849 -0.184 3.637
C16 5.551 0.846 2.782
C17 4.203 0.975 2.456
C18 3.228 0.123 2.997
C19 3.597 -0.889 3.939
C20 4.935 -1.067 4.167
H16 6.403 1.417 2.337
H17 3.884 1.616 1.707
H18 2.156 0.233 2.687
H19 2.817 -1.641 4.397
H20 5.333 -1.879 4.850
F3 2.181 -2.065 -6.036
C21 2.052 -0.902 -5.336
C22 3.046 -0.066 -5.472
C23 2.891 1.202 -4.922
C24 1.825 1.487 -4.093
C25 0.821 0.545 -3.858
C26 0.956 -0.693 -4.518
H21 3.918 -0.229 -6.139
H22 3.644 2.033 -5.000
H23 1.735 2.459 -3.599
H24 0.022 0.746 -3.112
H25 0.211 -1.506 -4.477
F4 -3.104 -2.913 -4.291
C27 -1.907 -3.514 -4.067
C28 -1.419 -3.638 -2.780
C29 -0.161 -4.232 -2.627
C30 0.590 -4.501 -3.769
C31 0.046 -4.366 -5.069
C32 -1.222 -3.854 -5.192
H26 -2.172 -3.269 -2.058
H27 0.133 -4.484 -1.618
H28 1.649 -4.806 -3.656
H29 0.680 -4.590 -5.909
H30 -1.549 -3.630 -6.171
F5 0.176 2.011 2.816
C33 0.219 1.050 3.777
C34 -0.365 -0.168 3.461
C35 -0.341 -1.169 4.424
C36 0.225 -0.915 5.661
C37 0.827 0.292 5.939
C38 0.800 1.301 5.014
H31 -0.761 -0.331 2.494
H32 -0.803 -2.099 4.230
H33 0.228 -1.684 6.431
H34 1.380 0.478 6.865
H35 1.285 2.221 5.240
F6 -3.065 -2.216 3.206
C39 -3.898 -1.960 2.177
C40 -4.158 -3.032 1.303
C41 -4.906 -2.698 0.211
C42 -5.363 -1.364 -0.017
C43 -5.197 -0.404 0.974
C44 -4.534 -0.711 2.136
H36 -3.922 -4.040 1.488
H37 -5.072 -3.499 -0.493
H38 -5.873 -0.989 -0.912
H39 -5.493 0.616 0.765
H40 -4.338 -0.052 3.000
F7 5.945 -3.644 0.122
C45 5.166 -2.764 -0.610
C46 4.081 -3.276 -1.298
C47 3.298 -2.311 -1.888
C48 3.598 -0.972 -1.952
C49 4.681 -0.488 -1.185
C50 5.496 -1.418 -0.619
H41 3.778 -4.275 -1.192
H42 2.388 -2.600 -2.411
H43 2.952 -0.301 -2.580
H44 4.780 0.581 -1.050
H45 6.404 -1.120 -0.097
F8 -2.695 5.580 5.401
C51 -3.118 5.270 4.162
C52 -3.381 3.955 3.870
C53 -3.879 3.653 2.513
C54 -4.154 4.691 1.625
C55 -3.906 5.973 2.058
C56 -3.386 6.291 3.239
H46 -3.149 3.156 4.600
H47 -4.103 2.626 2.286
H48 -4.582 4.525 0.607
H49 -4.018 6.766 1.348
H50 -3.133 7.365 3.423
F9 -5.107 2.089 -1.375
C57 -4.416 1.881 -2.541
C58 -3.676 2.907 -3.003
C59 -2.909 2.595 -4.070
C60 -2.894 1.355 -4.732
C61 -3.644 0.310 -4.137
C62 -4.444 0.611 -3.042
H51 -3.579 3.822 -2.450
H52 -2.290 3.397 -4.444
H53 -2.391 1.226 -5.646
H54 -3.609 -0.717 -4.509
H55 -5.033 -0.159 -2.625



Asked for energy above the lowest of the compared OMol25 structures with the same formula, charge and spin across the records above, the calculation gives 21.33; 62.27; 7.18; 15.46 kcal per mole in order.